ORCA calculation (wB97M-V/def2-TZVPD) on C7H10 as an isolated structure.

```
17
Properties=species:S:1:pos:R:3:lowdin_charge:R:1
C 1.510 -0.193 0.467 -0.08
C 0.432 0.700 1.137 -0.14
C -0.103 1.352 0.062 -0.05
C -0.922 0.211 -0.500 -0.20
C -1.815 -0.221 0.668 -0.11
C -0.491 -0.513 1.346 -0.23
C 0.193 -0.914 0.004 -0.14
H 2.168 0.270 -0.271 0.08
H 2.080 -0.849 1.138 0.10
H 1.592 1.118 -2.751 0.04
H 1.204 0.484 -2.725 0.04
H 0.511 1.979 -0.582 0.09
H -1.295 0.267 -1.526 0.12
H -2.470 0.545 1.098 0.11
H -2.376 -1.135 0.452 0.11
H -0.359 -1.113 2.249 0.14
H 0.192 -1.960 -0.342 0.13
```

Summary:
E: -7414.623 eV
Frontier orbital gap (alpha / beta): 8.26 / 8.24 eV